--- w ---
{"formula": "C8H12O2S2", "method": "wB97M-V/def2-TZVPD", "e_homo_ha": -0.3152, "charge": 0, "gap_ev": 9.082, "symbols": ["C", "C", "C", "C", "C", "C", "C", "C", "O", "O", "S", "S", "H", "H", "H", "H", "H", "H", "H", "H", "H", "H", "H", "H"], "xyz": [[-0.04, -1.49, -1.50], [-0.64, -1.96, -0.44], [0.96, 0.50, -0.17], [0.80, 1.76, 0.17], [-0.21, -1.51, 1.01], [-1.74, -2.96, -0.42], [0.73, 2.23, 1.61], [0.42, 2.78, -0.88], [0.49, 0.62, -2.74], [2.19, -1.75, -0.06], [1.18, -0.30, -1.79], [1.56, -0.86, 0.89], [-0.49, -1.69, -2.59], [-0.75, -0.61, 1.32], [-0.25, -2.39, 1.65], [-1.33, -3.96, -0.46], [-2.40, -2.66, -1.25], [-2.50, -2.89, 0.32], [-0.35, 2.22, 2.10], [1.49, 1.79, 2.33], [1.01, 3.34, 1.65], [-0.50, 3.31, -0.56], [1.27, 3.43, -1.20], [0.03, 2.18, -1.82]]}



--- x ---
{"formula": "C8H12O2S2", "method": "wB97M-V/def2-TZVPD", "e_homo_ha": -0.3256, "charge": 0, "gap_ev": 8.669, "symbols": ["C", "C", "C", "C", "C", "C", "C", "C", "O", "O", "S", "S", "H", "H", "H", "H", "H", "H", "H", "H", "H", "H", "H", "H"], "xyz": [[2.23, 1.55, -0.59], [2.85, 0.86, -1.63], [2.16, 0.73, 0.58], [2.77, -0.50, 0.44], [1.55, 1.12, 1.85], [-2.51, -1.38, -1.65], [-1.70, -0.46, 0.58], [-1.68, -1.34, -0.43], [-1.49, 2.45, 0.04], [-1.29, 1.32, -2.06], [3.45, -0.68, -1.13], [-0.80, 1.49, -0.75], [1.81, 2.46, -0.55], [3.09, 1.01, -2.70], [2.10, 1.75, 2.56], [0.78, 1.80, 1.57], [1.30, 0.29, 2.49], [-3.48, -1.04, -1.45], [-2.11, -0.60, -2.20], [-2.24, -2.32, -2.13], [2.78, -1.41, 1.12], [-1.01, -0.31, 1.38], [-2.60, 0.15, 1.03], [-0.70, -1.97, -0.37]]}



Most stable: x. Least stable: w.



--- w ---
{"formula": "C17H22N2O2S", "method": "wB97M-V/def2-TZVPD", "smiles": "CCCCc1ccc(S(=O)(=O)NCCc2ccncc2)cc1", "e_homo_ha": -0.3455, "charge": 0, "gap_ev": 10.023, "symbols": ["C", "C", "C", "H", "H", "C", "C", "C", "C", "C", "C", "C", "H", "H", "S", "O", "O", "N", "H", "C", "H", "C", "C", "C", "C", "N", "C", "C", "H", "H", "H", "H", "H", "H", "H", "H", "H", "H", "H", "H", "H", "H", "H", "H"], "xyz": [[8.16, -0.96, -0.70], [7.08, -1.99, -0.38], [5.67, -1.42, -0.46], [5.51, -0.96, -1.44], [4.95, -2.23, -0.36], [5.37, -0.37, 0.63], [3.95, 0.07, 0.54], [2.95, -0.61, 1.24], [1.63, -0.22, 1.13], [1.30, 0.84, 0.31], [2.27, 1.53, -0.39], [3.59, 1.14, -0.27], [4.36, 1.68, -0.81], [1.97, 2.37, -1.00], [-0.41, 1.30, 0.13], [-0.50, 2.64, -0.37], [-1.13, 0.95, 1.33], [-0.88, 0.23, -1.09], [-0.85, 0.72, -1.98], [-2.13, -0.46, -0.88], [-2.20, -1.28, -1.59], [-3.35, 0.47, -0.99], [-4.58, -0.21, -0.46], [-4.77, -0.34, 0.91], [-5.90, -1.00, 1.36], [-6.80, -1.54, 0.56], [-6.61, -1.43, -0.74], [-5.52, -0.78, -1.31], [-5.42, -0.71, -2.38], [-7.38, -1.88, -1.37], [-6.09, -1.12, 2.42], [-4.06, 0.09, 1.60], [-3.49, 0.77, -2.03], [-3.14, 1.36, -0.39], [-2.08, -0.87, 0.13], [0.84, -0.73, 1.67], [3.22, -1.44, 1.87], [6.04, 0.48, 0.50], [5.57, -0.82, 1.60], [7.25, -2.39, 0.62], [7.16, -2.82, -1.09], [7.98, -0.51, -1.68], [8.19, -0.17, 0.04], [9.14, -1.44, -0.72]]}



--- x ---
{"formula": "C17H22N2O2S", "method": "wB97M-V/def2-TZVPD", "smiles": "Cc1sc(NC(=O)c2ccco2)c(CN2CCCCC2)c1C", "e_homo_ha": -0.2597, "charge": 0, "gap_ev": 7.705, "symbols": ["C", "C", "C", "C", "C", "N", "C", "O", "C", "C", "C", "C", "O", "H", "H", "H", "H", "S", "C", "N", "C", "C", "C", "C", "C", "H", "H", "H", "H", "H", "H", "H", "H", "H", "H", "H", "H", "C", "H", "H", "H", "H", "H", "H"], "xyz": [[-1.82, 1.74, 4.49], [-1.42, 1.04, 3.17], [-0.09, 1.01, 2.59], [-0.06, 0.28, 1.55], [-1.43, -0.13, 1.24], [-1.49, -1.02, 0.22], [-2.70, -1.54, 0.02], [-3.69, -1.13, 0.47], [-2.77, -2.10, -1.46], [-3.90, -2.84, -2.04], [-3.16, -3.36, -3.30], [-1.95, -2.94, -3.31], [-1.87, -2.31, -2.16], [-1.19, -3.36, -4.04], [-3.97, -3.85, -3.99], [-4.79, -2.91, -1.54], [-0.78, -1.17, -0.42], [-2.48, 0.18, 2.39], [1.29, 0.01, 0.66], [1.12, -0.20, -0.57], [2.04, -0.72, -1.35], [3.52, -0.02, -1.47], [3.08, 1.29, -2.32], [2.02, 1.96, -1.40], [0.71, 1.34, -1.46], [-0.10, 1.59, -0.72], [0.07, 0.86, -2.12], [2.39, 2.40, -0.66], [1.60, 2.90, -1.90], [3.82, 1.87, -2.37], [2.64, 1.13, -3.37], [3.99, -0.43, -2.17], [3.81, 0.22, -0.63], [2.20, -1.73, -0.74], [1.61, -1.08, -2.26], [2.17, 0.76, 0.92], [1.61, -0.82, 1.08], [1.23, 1.54, 3.49], [1.56, 2.50, 2.70], [2.08, 1.03, 3.64], [0.79, 2.06, 4.37], [-1.43, 2.81, 4.56], [-2.88, 1.71, 4.71], [-1.40, 1.46, 5.51]]}



Most stable: w. Least stable: x.



--- w ---
{"formula": "C2H6N4S", "method": "wB97M-V/def2-TZVPD", "smiles": "NN/C=N\\C=N\\S", "e_homo_ha": -0.3018, "charge": 0, "gap_ev": 8.965, "symbols": ["C", "C", "H", "H", "H", "H", "H", "H", "N", "N", "N", "N", "S"], "xyz": [[1.01, -0.48, -0.66], [-0.09, -1.29, 1.16], [1.57, 1.85, -1.69], [0.41, 1.23, -2.76], [-0.53, 0.82, -0.22], [1.89, -0.55, -1.29], [-0.09, -2.10, 1.91], [-2.81, 0.63, 2.26], [0.61, 1.59, -1.81], [0.24, 0.60, -0.86], [0.93, -1.40, 0.28], [-1.00, -0.37, 1.20], [-2.14, -0.52, 2.47]]}



--- x ---
{"formula": "C2H6N4S", "method": "wB97M-V/def2-TZVPD", "smiles": "[H]/N=C(N)\\C(=N/[H])NS", "e_homo_ha": -0.3421, "charge": 0, "gap_ev": 9.995, "symbols": ["C", "C", "H", "H", "H", "H", "H", "H", "N", "N", "N", "N", "S"], "xyz": [[1.00, -0.36, -0.13], [-0.38, 0.25, -0.25], [2.91, 0.07, 0.37], [1.77, 1.23, 0.92], [0.45, -2.06, -0.74], [0.23, 1.95, -0.77], [-1.16, -1.40, 0.69], [-3.06, 0.82, 0.75], [2.00, 0.53, 0.21], [1.29, -1.58, -0.43], [-0.63, 1.44, -0.57], [-1.39, -0.66, 0.03], [-3.02, -0.24, -0.09]]}



--- y ---
{"formula": "C2H6N4S", "method": "wB97M-V/def2-TZVPD", "e_homo_ha": -0.3217, "charge": 0, "gap_ev": 8.320, "symbols": ["C", "C", "H", "H", "H", "H", "H", "H", "N", "N", "N", "N", "S"], "xyz": [[-0.58, -0.34, -0.99], [0.78, 1.20, 0.97], [-1.65, -3.50, 0.80], [-1.18, -0.39, -1.92], [-0.50, 1.47, -1.79], [1.70, 0.52, -0.60], [-0.35, 1.45, 1.26], [1.04, 0.45, 2.83], [-0.33, -1.34, -0.17], [-0.18, 1.04, -0.91], [1.09, 1.38, -0.49], [1.51, 0.68, 1.82], [-1.34, -2.62, -0.84]]}



Most stable: x. Least stable: y.